Here is C36H68F22N6O24S4 as an isolated structure in a non-equilibrium geometry from the Open Molecules 2025 dataset. Energies are from ωB97M-V/def2-TZVPD.

For the orbital gap, the calculation gives 0.676 eV. The LUMO energy is -2.1840 eV. The calculation puts the HOMO energy at -2.86 eV. The largest force on an atom comes out at 4.1 eV Å⁻¹. Its electronic energy is -7336.35785 a.u.

```
! RIJCOSX wB97M-V def2-TZVPD def2/J DEFGRID3
* xyz -4 1
S -8.2127 -0.2162 5.6018
S -8.2663 1.2710 7.9946
S 12.2139 -1.3372 -1.4626
S 10.3366 -1.9571 0.5496
F 3.9386 3.4340 6.4192
F -13.5896 7.8674 -10.2095
F -8.0019 2.6724 7.1908
F 3.8523 5.6377 6.5328
F 8.9833 -1.3191 -0.0279
F -4.5641 -3.1126 0.6201
F -3.4707 4.3400 -5.3331
F -3.3594 6.0087 -4.0692
F -1.7915 4.4549 -4.0557
F -6.6847 -3.2689 0.4151
F 0.9653 -10.8223 -12.7857
F -9.7141 -0.5939 5.8351
F 4.6770 4.6504 4.8299
F 3.1560 -8.2731 1.8659
F 13.3544 -1.5773 -0.4773
F -11.7659 6.8124 -9.8888
F -12.5367 7.1657 -11.8588
F 0.0727 -12.2793 -11.4557
F 2.9753 -6.8452 3.4874
F -5.6003 -4.4740 1.9056
F 1.1957 -7.7940 2.7371
F -0.8250 -10.4290 -11.7089
O 4.8014 -4.1783 2.0436
O -7.4042 1.3270 9.1755
O 4.8771 0.4554 2.3294
O 6.6159 3.4656 5.9300
O 12.0423 0.1003 -1.5342
O -12.5618 4.3591 -10.9935
O -9.6768 1.2218 8.0042
O -6.9405 -1.3386 2.1220
O 1.3856 -5.3136 1.6981
O 2.4253 -11.1920 -10.3009
O -7.4888 -1.4547 5.2965
O 12.7195 -1.9613 -2.6645
O -5.2193 3.8370 -3.7507
O 0.4119 -10.5538 -9.3109
O -3.4565 2.6967 -2.8237
O 3.4402 -5.8227 0.6942
O -4.8520 1.5011 1.7393
O 6.6516 5.5264 7.2698
O -8.2515 0.7926 4.5607
O -4.6425 -1.3550 2.4621
O 10.8207 -0.8486 1.3308
O 9.0311 9.0937 5.6106
O 9.8765 -3.2269 1.0533
O -14.1686 5.0497 -9.4897
N -7.6521 0.1630 7.0228
N 7.5289 7.4991 5.9968
N 5.3182 2.5909 2.6132
N 11.1506 -2.2617 -0.7538
N -3.6910 2.4405 -0.0640
N 5.8270 -2.5176 3.2209
C -12.9195 2.9887 -10.8337
C 2.2819 -6.2996 1.2661
C -4.1506 1.3908 0.5333
C 7.7992 1.3474 5.6295
C 4.6328 4.5714 6.2158
C 1.5710 -9.1592 -7.7022
C -12.0598 2.2170 -9.8834
C 7.0505 1.1449 1.6908
C -12.9087 6.7847 -10.6542
C -5.6941 -3.2738 1.2519
C 6.2687 3.6647 2.5985
C 3.3807 -2.8094 3.3645
C -3.7650 3.7024 0.7390
C 5.6968 1.3743 2.2001
C 8.7773 7.9286 5.8696
C 6.0722 4.4085 6.9272
C -6.2183 3.3046 -2.9565
C 1.3192 -3.3553 0.2414
C 2.4094 -7.2732 2.3872
C 0.6251 -4.6332 0.7454
C -3.1025 4.6950 -4.0925
C 0.3795 -10.9947 -11.5499
C 7.0071 -2.4695 2.2912
C -3.5734 -1.7227 3.3868
C -7.2812 4.2118 -2.4942
C 0.9971 -10.5377 -8.0437
C 7.2490 2.3986 6.6046
C -3.3444 -0.5864 4.3529
C -4.1956 -0.0248 -0.0262
C -3.9908 3.9199 -3.0636
C -13.6185 5.3766 -10.5828
C -5.8615 -2.1065 2.4097
C 4.7404 -3.1966 2.8018
C 1.3778 -10.5123 -10.4270
C 9.9308 6.9669 5.9533
C 6.4089 8.4553 6.1401
H 1.7049 -7.0084 0.5309
H -2.5593 -0.8497 4.9993
H 1.3016 -2.5101 0.9839
H -3.8675 2.2856 -1.8979
H 9.5470 5.9830 5.6133
H -4.0069 -2.5733 3.8092
H -4.2211 -0.2757 4.9498
H 5.6597 -1.6200 3.7350
H -5.7584 2.7081 -2.1670
H -7.8560 4.6651 -3.3870
H -7.3735 -0.9269 2.8883
H -6.0067 -2.6816 3.3555
H -2.7328 -2.1033 2.7862
H -2.7148 3.8585 1.0377
H -12.0675 2.7534 -8.9762
H 6.0592 4.5814 1.9862
H -3.9323 0.0292 -1.1693
H 7.8031 0.9568 2.4578
H -3.1061 0.2893 3.7309
H 8.5693 1.8821 5.0543
H 0.3228 -10.8878 -7.2174
H 6.5027 1.9210 7.2679
H -4.4128 3.6395 1.6513
H -6.7466 2.6198 -3.6831
H 7.2395 -1.4825 1.9161
H -11.0239 2.1815 -10.1888
H 3.3986 -2.0033 4.1260
H 0.5124 -5.3168 -0.1060
H -5.2289 -0.3189 -0.0558
H 8.0526 2.8237 7.2355
H 2.6883 -2.6867 2.4893
H 6.8974 0.2799 1.1441
H 1.4711 -9.3637 -10.5486
H 6.0316 8.6303 5.1736
H 7.2198 3.2331 2.2961
H 2.4529 -8.8750 -8.3378
H -12.4611 1.1639 -9.7107
H 8.3043 0.5653 6.2760
H 5.8064 3.8086 7.7348
H 5.5603 8.0283 6.5852
H 6.8484 -3.0781 1.4154
H -5.1823 0.5787 1.8716
H 10.6309 7.2736 5.2569
H 2.3671 -3.4587 -0.1365
H 10.2894 6.8812 7.0229
H 1.8015 -11.2870 -8.0743
H 1.9358 -9.1597 -6.6590
H 7.9332 -2.8056 2.7926
H 7.3169 1.9685 1.0524
H -7.9723 3.7721 -1.7670
H 0.7309 -8.5123 -7.8689
H 4.0127 -5.1920 1.3103
H -4.0484 4.5742 -2.1752
H 0.7984 -2.9024 -0.6569
H -13.8696 3.0654 -10.3382
H -0.2977 -4.4924 1.2819
H 7.0475 0.7829 4.9388
H -3.0108 -3.6141 -6.5869
H -14.2582 5.4007 -11.4864
H 6.4795 4.1844 3.5038
H 2.9095 -3.7554 3.7080
H 4.3882 2.7628 3.0164
H -3.8673 4.5333 -0.0057
H 7.3487 6.6553 6.5998
H -6.8404 5.1029 -2.0888
H -13.1231 2.5333 -11.8269
H -3.6209 -0.6865 0.5640
H 6.6752 9.4637 6.5368
*
```

=====

Here is C12H24AuCl2N2S as an isolated structure in a non-equilibrium geometry from the Open Molecules 2025 dataset. Energies are from ωB97M-V/def2-TZVPD.

Its expectation value of S² is 2.014. For the orbital gap (spin up / spin down), the calculation gives 3.757 / 6.842 eV. The LUMO energy (spin up / spin down) is 3.1322 / 3.0324 eV. The calculation puts the HOMO energy (spin up / spin down) at -0.62 / -3.81 eV. The largest force on an atom comes out at 2.6 eV Å⁻¹. Its electronic energy is -2035.29068 a.u.

```
! RIJCOSX wB97M-V def2-TZVPD def2/J DEFGRID3
* xyz -1 3
Au 0.7579 0.5753 -0.0468
Cl 2.2498 2.3428 0.6857
Cl -0.8892 -2.0496 -0.8601
S -0.1312 1.3486 2.0534
N 1.1650 -0.1316 3.9099
N -1.2024 0.0441 4.0404
C -1.7021 -0.1858 -3.2455
C -1.3925 -0.0562 5.4848
C -2.4198 0.2589 3.2650
C 1.5524 -0.1119 5.3186
C 1.4191 0.1952 -2.0863
C -0.0216 0.3215 3.4458
C -0.3394 -0.0796 -3.9245
C -1.7926 0.3929 -1.8182
C 0.8345 -0.6960 -3.1440
C -1.0585 -0.3063 -0.6815
C 2.3144 -0.1273 3.0153
C 2.3714 -0.3498 -1.1486
H -1.6617 -0.2106 0.2316
H -0.8696 0.7484 6.0196
H -1.4597 1.4355 -1.8314
H -0.1102 0.9761 -4.1271
H 1.6236 -0.9140 -3.8843
H -2.3634 -0.2769 2.3125
H 0.7652 -0.5051 5.9617
H 1.8229 0.9067 5.6529
H 2.0138 -0.4681 2.0151
H -1.0741 -1.0362 5.8621
H -0.4024 -0.5931 -4.8976
H -3.2481 -0.1362 3.8511
H 2.4241 -1.4365 -1.0461
H -2.0350 -1.2302 -3.2364
H 0.5456 -1.6559 -2.6984
H 2.7314 0.8832 2.9043
H -2.5882 1.3260 3.0657
H -2.8627 0.4072 -1.5504
H -2.4180 0.3811 -3.8634
H 1.5822 1.2295 -2.4184
H -2.4640 0.0509 5.6819
H 3.2562 0.2406 -0.9097
H 2.4351 -0.7556 5.4268
H 3.0635 -0.8015 3.4425
*
```

=====

Here is C55H56ClN4OP2PdSe as an isolated structure from the Open Molecules 2025 dataset. Energies are from ωB97M-V/def2-TZVPD.

For the orbital gap, the calculation gives 6.572 eV. The LUMO energy is -2.6640 eV. The calculation puts the HOMO energy at -9.24 eV. The largest force on an atom comes out at 0.8 eV Å⁻¹. Its electronic energy is -6095.81240 a.u. For the energy above the lowest of the compared OMol25 structures with the same formula, charge and spin, the calculation gives 0.000 eV.

```
! RIJCOSX wB97M-V def2-TZVPD def2/J DEFGRID3
* xyz 1 1
Pd 0.0596 -0.3033 -0.0622
Se 2.4456 -0.1402 -0.5528
Cl 4.2849 -0.5606 4.5848
P -0.2850 1.8220 0.7796
P -2.1751 -1.2027 -0.3750
O -2.7862 1.5348 -1.0344
N 0.8853 -1.2086 2.6777
N 1.7086 -4.2833 0.0109
N 0.3655 -2.3746 -0.2965
N 1.7412 -3.1892 -2.0051
C -1.8323 -1.0052 -4.4420
C 0.7965 1.9501 -2.7367
C -2.3552 -5.0985 0.9703
C -3.2976 3.9049 -1.1652
C -0.4454 1.9630 4.9113
C -4.9762 -1.1582 -0.0424
C -3.0778 -3.6486 2.7426
C 3.0249 1.3890 -1.5924
C 2.3625 2.4274 1.3936
C 2.8419 3.2728 -3.0727
C -0.7513 1.6803 2.5425
C 1.7856 -1.3267 5.3182
C -6.2270 -0.5651 -0.0495
C -2.9032 -2.5516 1.9132
C -2.5493 1.1672 4.0721
C 3.6213 4.2880 0.5459
C 2.6291 -0.9677 4.2831
C 3.5478 3.1381 1.3190
C -5.2084 1.5450 -0.6238
C 4.9601 2.7117 -2.1776
C 3.1413 -3.4952 -2.2746
C 0.4720 -1.6270 4.9977
C -2.2794 5.3450 0.4712
C -1.5651 3.0356 0.2881
C 2.5000 4.7282 -0.1351
C -2.8072 -4.9254 2.2703
C 1.2224 2.8612 0.7146
C -2.6094 -2.0608 -4.8881
C 0.0686 -1.5469 3.6740
C 4.1927 3.5566 -2.9638
C -3.9696 0.9239 -0.6530
C 0.0525 2.0418 3.6142
C -3.1002 -2.6489 -2.6101
C 1.4763 -4.3039 1.4409
C -6.3327 0.7902 -0.3185
C -1.6639 -0.7889 -3.0812
C -1.7407 1.5331 5.1422
C -3.8270 -0.4167 -0.3117
C 4.7954 4.7358 -3.6769
C -3.2494 -2.8816 -3.9677
C 1.7716 -5.6141 -0.5839
C 5.3250 0.7933 -0.6452
C 2.1499 -0.9288 2.9843
C 1.3079 4.0223 -0.0494
C -2.1690 -3.9994 0.1428
C -2.4538 -2.7155 0.6032
C -2.0532 1.2353 2.7833
C -2.2760 -1.6185 -2.1533
C 2.2431 2.2014 -2.4161
C 4.4076 1.6411 -1.4832
C 1.2503 -3.2336 -0.7491
C -2.5568 2.8425 -0.6643
C -3.1493 5.1582 -0.5958
C 1.1035 -2.4037 -3.0380
C -1.4803 4.2976 0.8881
H 4.5528 4.8322 0.4690
H 0.1851 2.2543 5.7403
H -7.2996 1.2744 -0.3128
H -2.2025 6.3080 0.9547
H -2.7314 -2.2372 -5.9479
H 0.4465 -4.5917 1.6930
H -3.7338 5.9850 -0.9742
H 2.8093 -0.6768 2.1591
H 1.0538 2.4120 3.4552
H 2.2162 3.9006 -3.6990
H 1.2915 -2.8898 -3.9960
H 0.9569 -6.2346 -0.1960
H 0.2116 2.8689 -2.6644
H -0.9530 -1.7771 3.4007
H -2.9530 -5.7837 2.9125
H 2.1510 -5.0325 1.8884
H -0.2333 -1.9106 5.7654
H 6.3365 1.1956 -0.6717
H 3.2341 -4.3028 -3.0042
H -1.0512 0.0388 -2.7501
H 4.9977 0.7512 0.3950
H 0.6979 1.5862 -3.7621
H -3.4304 -3.5049 3.7555
H 2.5491 5.6200 -0.7451
H 3.6572 -3.7782 -1.3622
H 4.4190 2.7805 1.8519
H -3.6396 -3.2728 -1.9111
H -0.7572 4.4631 1.6760
H -2.6972 0.9669 1.9504
H -3.5666 0.8410 4.2440
H 1.6936 -3.3329 1.8715
H 6.0263 2.8869 -2.0897
H 0.4546 4.3805 -0.6076
H -2.1257 1.4932 6.1521
H 0.3613 1.2096 -2.0699
H -2.1462 -6.0925 0.5968
H 4.5202 5.6731 -3.1897
H 1.6768 -5.5548 -1.6629
H 4.4496 4.7928 -4.7085
H 1.4915 -1.3807 -3.0564
H -3.1377 -1.5607 2.2872
H -1.7968 -4.1435 -0.8613
H 3.6193 -2.6019 -2.6829
H 0.0350 -2.3792 -2.8658
H 0.0357 -2.6665 0.6193
H -5.3199 2.5944 -0.8350
H -1.3428 -0.3498 -5.1499
H -4.8940 -2.2080 0.2046
H 5.3602 -0.2378 -1.0023
H 2.3348 1.5214 1.9783
H -3.9623 3.7563 -2.0026
H -7.1071 -1.1526 0.1681
H -3.8798 -3.6916 -4.3080
H 2.1474 -1.3642 6.3357
H 5.8824 4.6760 -3.6877
H 2.7182 -6.0983 -0.3403
*
```

=====

Please write out number 2 again, unchanged.
Here is C12H24AuCl2N2S as an isolated structure in a non-equilibrium geometry from the Open Molecules 2025 dataset. Energies are from ωB97M-V/def2-TZVPD.

Its expectation value of S² is 2.014. For the orbital gap (spin up / spin down), the calculation gives 3.757 / 6.842 eV. The LUMO energy (spin up / spin down) is 3.1322 / 3.0324 eV. The calculation puts the HOMO energy (spin up / spin down) at -0.62 / -3.81 eV. The largest force on an atom comes out at 2.6 eV Å⁻¹. Its electronic energy is -2035.29068 a.u.

```
! RIJCOSX wB97M-V def2-TZVPD def2/J DEFGRID3
* xyz -1 3
Au 0.7579 0.5753 -0.0468
Cl 2.2498 2.3428 0.6857
Cl -0.8892 -2.0496 -0.8601
S -0.1312 1.3486 2.0534
N 1.1650 -0.1316 3.9099
N -1.2024 0.0441 4.0404
C -1.7021 -0.1858 -3.2455
C -1.3925 -0.0562 5.4848
C -2.4198 0.2589 3.2650
C 1.5524 -0.1119 5.3186
C 1.4191 0.1952 -2.0863
C -0.0216 0.3215 3.4458
C -0.3394 -0.0796 -3.9245
C -1.7926 0.3929 -1.8182
C 0.8345 -0.6960 -3.1440
C -1.0585 -0.3063 -0.6815
C 2.3144 -0.1273 3.0153
C 2.3714 -0.3498 -1.1486
H -1.6617 -0.2106 0.2316
H -0.8696 0.7484 6.0196
H -1.4597 1.4355 -1.8314
H -0.1102 0.9761 -4.1271
H 1.6236 -0.9140 -3.8843
H -2.3634 -0.2769 2.3125
H 0.7652 -0.5051 5.9617
H 1.8229 0.9067 5.6529
H 2.0138 -0.4681 2.0151
H -1.0741 -1.0362 5.8621
H -0.4024 -0.5931 -4.8976
H -3.2481 -0.1362 3.8511
H 2.4241 -1.4365 -1.0461
H -2.0350 -1.2302 -3.2364
H 0.5456 -1.6559 -2.6984
H 2.7314 0.8832 2.9043
H -2.5882 1.3260 3.0657
H -2.8627 0.4072 -1.5504
H -2.4180 0.3811 -3.8634
H 1.5822 1.2295 -2.4184
H -2.4640 0.0509 5.6819
H 3.2562 0.2406 -0.9097
H 2.4351 -0.7556 5.4268
H 3.0635 -0.8015 3.4425
*
```

=====

- The lowest electronic energy belongs to which entry?
  C36H68F22N6O24S4

=====

- largest force on an atom of number 1 (C36H68F22N6O24S4)?
  4.1 eV Å⁻¹